Molecular formula: C15H23BCdN6Si
Method: DFT, ωB97M-V/def2-TZVPD

HOMO energy ... -6.44 eV
E ... -37984.09457 eV
Gap between HOMO and LUMO ... 7.09 eV
Charge ... 0
F_max ... 4.6 eV Å⁻¹
E_LUMO ... 0.643 eV

```
47
C15H23BCdN6Si | OMol25 | ωB97M-V/def2-TZVPD
N -1.62192 -0.24452 -1.50965
H 0.00002 -1.76689 6.90854
N -1.29576 -0.05439 -2.83830
H 0.21147 -2.51219 0.79109
H -2.43717 0.36208 5.42764
H 1.53189 1.92922 5.42710
H -1.53194 1.92968 5.42764
H 2.43915 -2.44978 -0.32927
H -4.44758 -0.76935 -2.97016
C 0.00005 -1.73993 5.78619
C -2.39750 -0.23968 -3.56704
C -1.50724 0.87003 5.78746
H 0.22485 0.47542 -4.41742
H -1.55172 -1.99155 0.75647
Si 0.00688 0.00686 5.14081
H 0.95626 2.99061 -4.11567
C 0.90473 3.03401 -0.81789
H 2.06356 -1.41539 -4.53853
C -0.19111 0.18357 2.03943
H -2.33726 -0.12543 -4.62513
N 1.15977 -0.77259 -2.79422
H 1.53072 0.88378 6.90768
H 0.90600 -2.29212 5.42835
H 3.43220 -3.07879 -2.81692
C 1.50845 0.87081 5.78783
N 0.54677 1.69890 -2.55312
C -3.44659 -0.56217 -2.70400
H -1.53056 0.88378 6.90820
C 2.69227 -2.36217 -2.58246
H 0.96881 3.32186 0.22253
C 1.14041 3.76126 -1.99407
C 0.90304 2.88052 -3.05432
H -0.90575 -2.29274 5.42922
C -2.90774 -0.55815 -1.40663
C -0.53512 -1.76314 1.08579
H -0.85826 0.79379 1.34715
N 0.55362 1.79708 -1.16293
C 2.20037 -2.05924 -1.30757
N 1.29406 -1.09922 -1.45208
C 2.01252 -1.53117 -3.47921
H -0.55700 -1.75573 2.17786
H -3.36244 -0.74941 -0.44328
C 0.04263 0.06684 3.30594
Cd 0.15073 -0.03742 -0.17349
H 1.43914 4.77387 -2.06796
B 0.16562 0.34721 -3.25448
H 2.43655 0.36187 5.42679
```


Molecular formula: C15H23BF2N4O9
Method: DFT, ωB97M-V/def2-TZVPD

Energy relative to the best compared isomer or geometry (same formula, charge and spin) ... 967.56 kJ/mol
HOMO energy ... -8.02 eV
E ... -46417.43849 eV
Gap between HOMO and LUMO ... 5.55 eV
Charge ... 0
F_max ... 9.3 eV Å⁻¹
E_LUMO ... -2.468 eV

```
54
C15H23BF2N4O9 | OMol25 | ωB97M-V/def2-TZVPD
O 8.56274 -2.32054 1.67631
C 10.10246 -0.70211 2.47228
H -4.41519 4.12184 0.72549
H -5.13972 -1.31336 0.14671
C 4.17043 -1.08831 0.00422
H 6.20599 -1.14326 1.11265
O -7.33431 -2.23072 1.32471
C -8.00237 -1.54167 0.36378
H -4.66968 1.02111 1.03951
O 10.80322 0.28559 1.89874
H -2.83369 5.04974 0.60878
H -8.65187 0.32768 1.49915
H -3.58552 -1.48192 -2.77938
C -0.95866 1.36983 -0.40965
H 1.54904 2.55008 -0.03062
O -4.55555 1.54294 0.17281
H -2.78480 -1.45359 0.25611
C -9.20919 -0.53799 0.93743
H -5.26406 -2.64337 -1.30588
C -2.65642 2.99544 0.19873
H 3.75543 -1.69550 -0.91632
H -6.71216 -0.74626 -2.70068
H 5.99245 -2.55300 -0.14556
C 0.46135 0.59297 -0.82584
C -3.86723 -0.90740 -1.79940
N -2.30488 0.63409 -0.40221
O 10.14522 -0.96997 3.66212
C 5.81059 -1.40426 0.02832
O 9.51340 -0.81528 0.28009
N -3.22586 1.60477 -0.02930
H 0.51886 0.47254 -2.00333
C -5.20488 -1.50451 -1.02785
C 4.02236 0.53731 -0.16126
H 6.39685 -0.79909 -0.80558
N -1.15068 2.85174 -0.02765
H -4.14617 0.20878 -2.09596
F 9.87195 1.54496 0.08668
C -6.61827 -0.81132 -1.51574
C -2.58653 -0.81758 -0.72850
H -6.81509 0.25522 -1.07492
H 0.51613 -0.50211 -0.35864
B 10.47385 0.27716 0.46934
O -7.74263 -1.68385 -1.07901
H -9.81163 -0.19117 -0.00865
H -1.68017 -1.36887 -1.27521
O 3.00152 1.24831 -0.95139
N -3.36785 4.13418 0.53687
H 3.64288 -1.49544 0.97456
C 9.31155 -1.37716 1.47964
F 11.67161 0.03337 -0.31921
C 1.74901 1.40815 -0.19159
H 1.93880 0.94247 0.88454
O 4.95664 1.30269 0.45475
H -9.84933 -1.21333 1.67497
```


Molecular formula: C15H23BMnN6Si
Method: DFT, ωB97M-V/def2-TZVPD

Energy relative to the best compared isomer or geometry (same formula, charge and spin) ... 647.14 kJ/mol
Spin multiplicity ... 6
HOMO energy (alpha / beta) ... -3.90 / -7.72 eV
E ... -64735.79612 eV
Gap between HOMO and LUMO (alpha / beta) ... 3.98 / 3.40 eV
Charge ... 0
<S²> ... 8.8698
F_max ... 6.5 eV Å⁻¹
E_LUMO (alpha / beta) ... 0.080 / -4.329 eV

```
47
C15H23BMnN6Si | OMol25 | ωB97M-V/def2-TZVPD
C 0.85734 0.84200 0.38075
C 1.02047 -2.49093 -0.82663
C -2.80325 -0.44921 -3.72239
H 2.63428 3.58514 2.41649
H -4.33055 -0.80553 2.75490
Mn -0.58541 0.74571 -0.75466
H 3.79173 3.08527 3.69755
C -3.80628 -1.53604 0.72096
H 0.52622 1.33755 -1.66617
H 2.06139 2.62416 3.79771
N -2.30406 -0.62797 -2.50216
C 0.66169 -3.79892 -1.23345
H -3.30206 -2.55985 -1.89886
H 4.49402 0.14218 4.03689
H -0.84210 2.15630 -3.23336
C 2.90843 2.78847 3.11965
N -0.02772 -1.65293 -0.92115
C 3.62314 -0.14543 3.43356
H 5.23354 0.53742 0.72739
N -1.08734 -2.44435 -1.35476
N -2.83250 -1.16351 -0.12317
H 2.76844 -0.27643 4.10741
H -1.44561 -4.41849 -1.90936
C -2.60876 0.10470 1.65413
H -0.43945 2.85452 -0.01329
H 1.98923 -2.14883 -0.44641
H -2.19245 0.85388 2.31271
H 1.27847 -4.67660 -1.27132
H -3.46083 -1.19747 -4.08829
C -3.70700 -0.75516 1.87142
N -1.44026 0.41132 -2.22146
C 1.85898 0.93009 1.15223
C 4.88598 1.46367 1.20208
C -0.69098 -3.70547 -1.56044
C -2.26222 0.71171 -4.26121
B -2.48402 -1.78028 -1.50546
C -1.34058 2.38497 -0.44847
H -4.44858 -2.36471 0.40334
H 4.74525 2.21619 0.41613
H 3.83666 -1.11174 2.96251
C -1.42380 1.25125 -3.30086
N -2.07265 -0.13361 0.42645
H -2.18537 2.19720 0.19854
H -2.41170 1.11889 -5.22992
Si 3.32589 1.21841 2.20147
H 5.67029 1.81492 1.88641
H -1.63590 2.86753 -1.38745
```


Molecular formula: C15H23Br3Cl4O6
Method: DFT, ωB97M-V/def2-TZVPD

Spin multiplicity ... 2
HOMO energy (alpha / beta) ... -11.43 / -11.43 eV
E ... -288419.13066 eV
Gap between HOMO and LUMO (alpha / beta) ... 6.54 / 1.77 eV
Charge ... +1
<S²> ... 0.7561
F_max ... 3.7 eV Å⁻¹
E_LUMO (alpha / beta) ... -4.894 / -9.663 eV

```
51
C15H23Br3Cl4O6 | OMol25 | ωB97M-V/def2-TZVPD
H -8.35753 -2.81947 -22.23259
H -17.04576 -0.96557 -16.97612
H -17.77070 2.65814 -21.43835
C -8.19015 -2.65704 -24.36876
H -14.12602 0.53724 -22.23809
O -18.08709 6.30680 -20.03586
O -15.53627 -1.43004 -20.50727
H -10.74175 -2.55815 -22.30070
Cl -10.91336 -1.46997 -19.57260
C -8.85861 -3.19242 -23.12586
O -16.50247 5.78042 -18.56732
H -15.01822 4.00437 -20.11762
Cl -17.62684 1.60098 -19.48293
H -9.98352 -0.64858 -23.41572
H -16.20717 5.23928 -21.70637
C -17.76888 -1.91167 -19.48162
H -8.78638 -4.27929 -23.16590
Br -12.05035 1.24092 -23.62297
C -10.06410 -1.47314 -24.12403
H -17.93005 -2.76293 -20.14305
H -14.59273 6.34945 -18.19652
C -13.60211 1.48682 -22.34731
C -17.82632 1.58705 -21.24403
H -17.60278 -3.63220 -18.12847
H -11.89633 0.30011 -18.57488
C -10.30020 -2.74812 -23.27898
O -7.16803 -3.05365 -24.87727
H -10.95736 -1.32687 -24.73131
H -15.48598 6.78270 -21.21008
C -16.88686 6.01286 -19.83690
C -16.23835 -1.70412 -19.56174
Cl -19.26315 0.79594 -21.79778
O -15.80076 -1.68049 -18.28363
H -16.37972 -2.62829 -16.58947
H -13.09518 -0.98739 -18.76019
O -8.96021 -1.71828 -24.99016
Br -13.00752 2.00617 -20.58382
C -15.12644 5.45889 -18.52841
C -17.89189 -2.58125 -18.12403
Br -14.90484 2.73472 -23.18655
C -16.76634 -1.95041 -17.35046
C -15.78243 5.79119 -20.86787
C -12.06620 -0.77169 -18.47248
H -18.77560 -2.47731 -17.49446
H -15.00444 4.54933 -17.94026
H -13.71741 5.09552 -20.17767
H -11.01483 -3.43659 -23.73001
C -14.78576 5.05827 -19.96477
Cl -11.74067 -1.10844 -16.80955
H -16.93503 1.08947 -21.62628
H -18.16265 -0.90254 -19.60284
```


Molecular formula: C15H23BrN2O3Pb
Method: DFT, ωB97M-V/def2-TZVPD

Energy relative to the best compared isomer or geometry (same formula, charge and spin) ... 0.00 kJ/mol
HOMO energy ... -14.83 eV
E ... -100324.69353 eV
Gap between HOMO and LUMO ... 6.83 eV
Charge ... +2
F_max ... 0.1 eV Å⁻¹
E_LUMO ... -7.996 eV

```
45
C15H23BrN2O3Pb | OMol25 | ωB97M-V/def2-TZVPD
H -0.78268 -1.44671 1.39152
C 0.77152 -1.61404 -0.11563
H 3.86047 1.38169 -1.27241
H 1.48583 -3.53170 -1.95611
C 1.89995 2.41990 -2.93018
H 3.95894 -0.21454 -2.03381
C 3.65749 0.82167 -2.18618
C 0.22898 -3.65902 1.27930
H 2.09195 3.07811 -2.08522
H 3.24294 -2.82141 -0.23000
H 0.38381 -3.15270 2.23341
C 2.57281 -3.15257 0.56160
N -6.60286 4.02930 5.00648
H -7.53606 3.65978 4.81931
H 1.05848 -4.90128 -0.93621
C 1.33431 0.34242 -1.49467
H 2.79603 -4.19840 0.77124
H 0.51781 -4.70006 1.41495
O -4.07698 2.36105 3.19261
H 2.25721 -1.53532 -1.65885
C 2.17661 0.95028 -2.60323
C 1.93254 0.11997 -3.88168
H 2.57402 2.70622 -3.73752
N -5.61278 3.09013 4.67270
H 2.20615 -0.92759 -3.75696
C 1.51102 -0.95295 -1.13996
H -0.19797 -3.77897 -1.46395
C -4.78402 3.25327 3.56075
H 2.54509 0.53116 -4.68357
H 4.27793 1.23604 -2.98034
C -0.49053 0.36559 0.34843
H 2.78080 -2.57391 1.46224
H 0.88862 0.17278 -4.19353
C 0.84073 -3.85316 -1.14008
H -6.55346 4.23331 6.00395
O -4.83508 4.46215 3.00008
Pb -6.07548 6.01147 3.60815
C -0.23211 -0.93083 0.62086
Br -1.77558 1.31690 1.25752
H -0.83459 -3.64688 1.03572
H 0.88012 2.58599 -3.27163
H -5.71891 2.14883 5.02179
C 1.08116 -3.05555 0.16344
O 0.01826 2.26048 -0.94107
C 0.27749 1.10911 -0.73328
```


Molecular formula: C15H23F4O12
Method: DFT, ωB97M-V/def2-TZVPD

HOMO energy ... -7.00 eV
E ... -51364.40749 eV
Gap between HOMO and LUMO ... 9.58 eV
Charge ... -1
F_max ... 8.4 eV Å⁻¹
E_LUMO ... 2.580 eV

```
54
C15H23F4O12 | OMol25 | ωB97M-V/def2-TZVPD
H 63.40500 53.25100 53.96700
C 65.87100 56.81100 55.35800
F 61.00100 54.66800 58.38600
O 60.15700 56.53100 56.27000
O 64.71500 57.08100 53.37500
O 64.23400 59.29600 53.75600
O 63.73000 51.14000 59.62100
C 63.62900 51.93400 58.49700
H 66.52800 55.89700 53.56500
H 62.45100 50.63000 54.85500
O 59.94500 54.28600 56.40900
H 61.86100 55.00500 52.95600
C 61.18800 54.62200 57.02800
H 61.73500 46.91200 53.18900
O 61.64800 48.92600 52.76100
H 65.53900 56.11700 56.17200
H 63.68000 49.46200 52.33000
H 64.87000 55.25600 54.14200
O 65.32800 58.11500 55.12900
C 64.64500 58.18100 54.10100
C 59.54800 54.32800 51.59400
H 65.59800 52.53000 57.79100
H 61.86200 56.58800 57.24400
C 61.52800 47.61700 52.31800
C 64.99200 51.80000 57.79000
O 65.15600 49.75900 60.54100
C 62.96200 50.67600 53.90000
H 61.90600 47.53400 51.31200
C 64.79100 50.50500 59.63400
C 61.61400 53.89500 52.70700
O 65.51100 50.70200 58.59300
O 60.37700 53.42000 52.37000
H 61.82000 53.77000 56.81900
C 61.49600 56.04200 56.44200
O 62.22800 51.68600 53.21200
C 62.96300 49.30900 53.23400
H 62.05400 56.08400 55.65800
F 64.31700 54.27200 56.27900
O 58.22200 55.40600 55.69500
H 60.44100 47.45400 52.11600
C 65.44900 56.07800 54.05200
H 61.95300 52.92800 54.73200
F 67.31300 56.92700 55.39800
F 62.62400 51.54000 57.66600
H 63.95000 51.03400 54.06300
C 59.43000 55.43000 56.03300
H 58.79100 53.60600 51.11500
H 64.97700 51.49000 56.65000
H 63.43300 48.56700 54.00800
H 60.21300 54.87800 50.94000
H 59.08000 54.97200 52.27600
C 62.39500 52.95200 53.67600
H 62.28100 53.79900 51.78700
H 63.40200 53.11300 58.71500
```


Molecular formula: C15H23F6N5O4P2S3W
Method: DFT, ωB97M-V/def2-TZVPD

HOMO energy (alpha / beta) ... -14.22 / -14.22 eV
E ... -100769.81210 eV
Gap between HOMO and LUMO (alpha / beta) ... 6.93 / 6.93 eV
Charge ... +2
F_max ... 0.3 eV Å⁻¹
E_LUMO (alpha / beta) ... -7.290 / -7.290 eV

```
59
C15H23F6N5O4P2S3W | OMol25 | ωB97M-V/def2-TZVPD
H -0.91601 3.12653 -1.07190
C -3.15971 1.42678 0.57186
S 0.52164 -0.42386 2.74998
C 1.56374 -2.69565 -3.27231
F 1.21189 -3.95493 -3.35382
H -0.67586 4.32368 0.21108
C 0.30604 2.84487 2.53235
H -4.22041 1.41165 0.82739
C -0.65749 0.70500 -2.47445
C 1.45323 1.21913 -1.68847
H -2.62906 3.35245 1.46827
C 2.36410 1.18303 -0.55965
H 3.36714 1.59059 -0.61368
O -0.33003 -4.24426 -0.78621
F 2.45526 -2.39237 -4.19161
N 2.97557 -0.14699 3.73896
H -3.07565 1.78628 -0.45725
H 1.17391 2.13696 -4.92073
C 2.24060 0.02274 2.64609
C -2.35452 2.29836 1.53064
H -3.05213 -2.28756 -0.49164
H -2.56813 -0.34246 3.08663
H -4.44234 -1.20547 -0.32238
H 0.08801 2.29810 3.44690
H -2.50422 1.98703 2.56680
F 0.48871 -1.91351 -3.42382
C 1.82915 1.74089 -2.91413
C 1.21864 -4.00309 1.39592
N 1.93345 0.64415 0.52620
C 0.90790 1.73914 -3.95068
N 0.22467 0.68706 -1.46751
F 0.40522 -4.17131 2.42001
C -0.34015 3.36124 -0.17768
H 2.59196 -0.57288 4.56524
H -1.62838 0.27919 -2.26841
H 2.82672 2.13620 -3.04786
C -0.35810 1.21898 -3.72248
O 2.86409 -3.56802 -1.10613
S 0.18809 -3.21411 0.02465
C -3.02619 -0.89470 2.26644
H -0.01205 3.88221 2.64681
H -2.73222 -1.94001 2.35305
H -1.10748 1.19480 -4.50073
N 2.77831 0.56989 1.58848
H 0.71172 3.45731 -0.44071
N 0.98342 -1.99804 -0.66255
S 2.32223 -2.35100 -1.59645
P -0.58152 2.12007 1.13048
F 2.19569 -3.17197 1.72495
H -3.22431 -0.88375 -1.55998
F 1.68319 -5.14610 0.98349
H 3.95095 0.11094 3.73161
H -4.11215 -0.82513 2.34519
H 1.38112 2.82536 2.35182
C -3.37482 -1.24947 -0.54550
P -2.46559 -0.25304 0.66856
O 3.06928 -1.15037 -1.73414
O -0.76904 -2.32467 0.75878
W 0.04193 -0.35589 0.46422
```


Molecular formula: C15H23FIN2O4S
Method: DFT, ωB97M-V/def2-TZVPD

HOMO energy ... -11.04 eV
E ... -48728.74427 eV
Gap between HOMO and LUMO ... 6.26 eV
Charge ... +1
F_max ... 6.4 eV Å⁻¹
E_LUMO ... -4.776 eV

```
47
C15H23FIN2O4S | OMol25 | ωB97M-V/def2-TZVPD
H 0.53867 3.35759 0.61381
C -2.57120 -1.73855 1.21693
C 0.98281 -2.25923 1.47761
N 2.21952 -2.23076 2.40171
C -0.04706 -0.95304 1.31476
S -3.10537 1.22074 -3.32821
H 3.90299 -4.16132 0.27613
H 2.49532 -4.45617 2.77525
H -1.67703 1.71811 1.62264
H 1.88337 1.39244 3.70298
H -1.55547 4.78918 -5.07584
H -3.45152 -0.95732 1.41779
C 4.18372 -3.65500 1.30379
H -1.88246 2.68102 -6.28908
H -3.37287 3.05717 -5.42816
C 5.58738 -3.12579 1.53035
O -4.49950 1.47050 -3.62926
H 3.82591 -3.36831 3.53887
H 5.79887 -1.96967 1.45773
C -1.39840 -0.96742 0.35391
H 1.16333 4.84453 2.19757
H -0.53595 3.53084 -4.33203
O -2.44501 1.82073 -2.18960
O 3.76481 -0.81532 4.05557
H -3.01209 -2.69140 0.69792
H -1.82355 0.12781 0.14222
C 0.22824 3.12868 1.71949
F -1.15550 -1.55345 -0.99967
H -3.31910 -0.91054 -2.35295
H -0.92108 1.98492 3.32685
C 0.25189 0.41798 2.15993
H -2.03185 4.03345 -3.54919
H -1.77272 -0.73178 -3.23097
C -2.32293 2.77929 -5.29146
C 3.13008 -3.46530 2.57367
N 0.62712 4.07957 2.66644
C 1.61810 0.42502 3.10157
C -1.56708 3.84588 -4.52104
H -3.30154 -0.99434 -4.14042
H 3.75701 -1.52897 4.76186
H 6.48188 -3.81124 1.85048
C -2.84573 -0.53443 -3.26210
H -2.16789 -2.01417 2.30610
C -0.65122 1.78352 2.18118
C 2.56985 -0.94564 3.18075
I 0.63843 -4.15975 0.35722
O -2.21520 1.50994 -4.66311
```